Record 1
The following is a quantum chemistry calculation of an isolated molecule of C3H5NO, from the Open Molecules 2025 dataset.

```
10
Properties=species:S:1:pos:R:3:nbo_charge:R:1
C 0.981 -0.311 0.417 -0.60
C -0.282 0.439 -0.010 0.01
O -0.081 0.902 -1.320 -0.69
C -1.377 -0.553 0.055 0.23
N -1.813 -1.613 0.202 -0.30
H 1.199 -1.120 -0.289 0.23
H 0.864 -0.742 1.417 0.22
H 1.818 0.388 0.419 0.22
H -0.495 1.250 0.699 0.20
H -0.891 1.339 -1.612 0.48
```

Output
* orbital gap: 11.947 eV
* LUMO energy: 0.5 eV
* structure (SMILES): C[C@@H](O)C#N
* relative energy (zero: lowest compared OMol25 entry of this formula, charge and spin): 0.797 eV

Record 2
The following is a quantum chemistry calculation of a structure of composition C32H48Ba2N3O14, from the Open Molecules 2025 dataset.

```
99
Properties=species:S:1:pos:R:3:lowdin_spin:R:1
Ba 0.552 -0.912 -3.743 0.28
Ba -2.722 -3.784 -2.446 0.53
C -0.907 -0.202 0.569 0.00
C -0.862 -0.403 -0.957 0.01
O -0.208 0.489 -1.578 0.00
O -1.413 -1.402 -1.496 0.07
H 0.131 -0.062 0.869 0.00
H -1.247 -1.104 1.080 0.00
H -1.589 0.604 0.840 0.00
C 0.877 2.034 3.641 0.00
C 2.026 2.804 3.478 0.00
C 2.967 2.937 4.482 0.00
C 2.690 2.393 5.702 0.00
C 1.548 1.567 5.873 0.00
C 0.685 1.314 4.858 0.00
N 3.619 2.622 6.849 0.00
O 4.760 3.123 6.665 0.00
O 3.263 2.333 8.005 0.00
H 0.054 1.980 2.944 0.00
H 2.108 3.214 2.482 0.00
H 3.864 3.497 4.262 0.00
H 1.276 1.336 6.892 0.00
H -0.244 0.763 4.836 0.00
C 1.455 -2.817 4.059 0.00
C 1.760 -1.502 3.577 0.00
C 2.953 -0.906 3.847 0.00
C 3.946 -1.522 4.633 0.00
C 3.619 -2.822 5.061 0.00
C 2.420 -3.481 4.788 0.00
N 5.233 -0.962 5.005 0.00
O 6.134 -1.621 5.407 0.00
O 5.341 0.215 4.788 0.00
H 0.453 -3.216 4.008 0.00
H 1.054 -0.940 2.983 0.00
H 3.113 0.141 3.635 0.00
H 4.269 -3.287 5.787 0.00
H 2.253 -4.469 5.192 0.00
C -5.871 2.938 1.975 0.00
C -4.728 2.959 2.773 0.00
C -3.469 2.970 2.181 0.00
C -3.354 3.254 0.800 0.00
C -4.518 3.320 0.020 0.00
C -5.813 3.210 0.603 0.00
N -2.053 3.552 0.228 0.00
O -2.005 4.262 -0.775 0.00
O -1.125 2.977 0.762 0.00
H -6.847 2.689 2.364 0.00
H -4.852 2.534 3.759 0.00
H -2.579 2.903 2.789 0.00
H -4.486 3.460 -1.050 0.00
H -6.602 3.339 -0.123 0.00
C 2.430 -3.555 -5.803 0.01
O 2.916 -2.405 -5.071 0.00
C 3.846 -2.753 -4.040 0.00
C 4.344 -1.449 -3.208 0.00
O 3.167 -0.779 -2.911 0.00
C 3.403 0.308 -1.929 0.00
H 2.073 -4.392 -5.204 0.00
H 3.027 -3.909 -6.644 0.00
H 1.514 -3.190 -6.267 0.00
H 4.589 -3.439 -4.448 0.00
H 3.366 -3.306 -3.233 0.00
H 5.134 -0.928 -3.748 0.00
H 4.856 -1.652 -2.267 0.00
H 3.863 -0.100 -1.029 0.00
H 2.406 0.721 -1.778 0.00
H 4.044 1.063 -2.385 0.00
C 3.171 1.289 -5.483 0.00
O 1.788 1.260 -5.222 0.00
C 1.056 2.330 -5.872 0.00
C -0.361 2.404 -5.263 0.00
O -0.765 1.144 -4.797 0.00
C -2.113 1.255 -4.235 0.01
H 3.582 0.317 -5.209 0.00
H 3.664 2.051 -4.879 0.00
H 3.421 1.534 -6.515 0.00
H 1.005 2.101 -6.936 0.00
H 1.405 3.338 -5.649 0.00
H -1.030 3.014 -5.870 0.00
H -0.230 3.053 -4.397 0.00
H -2.593 0.284 -4.116 0.01
H -2.766 1.755 -4.950 0.00
H -2.099 1.857 -3.327 0.00
C -2.369 -3.910 1.421 0.00
O -3.255 -3.809 0.345 0.02
C -4.560 -3.366 0.555 0.00
C -4.822 -1.995 0.033 0.00
O -4.468 -1.963 -1.409 0.02
C -5.411 -1.191 -2.148 0.01
H -1.473 -4.503 1.238 0.00
H -2.902 -4.392 2.240 0.00
H -2.158 -2.953 1.901 0.00
H -4.956 -3.366 1.570 0.00
H -5.230 -4.122 0.145 0.00
H -4.345 -1.130 0.493 0.00
H -5.878 -1.786 0.202 0.00
H -6.272 -1.807 -2.409 0.00
H -5.065 -0.843 -3.121 0.00
H -5.879 -0.403 -1.557 0.00
```

Output
* orbital gap (spin up / spin down): 5.007 / 7.222 eV
* LUMO energy (spin up / spin down): -4.9 / -5.7 eV
* spin multiplicity: 2
* total charge: +2

Record 3
The following is a quantum chemistry calculation of an isolated molecule of C7H10, from the Open Molecules 2025 dataset.

```
17
Properties=species:S:1:pos:R:3:nbo_charge:R:1
C -1.683 0.202 1.278 -0.60
C -0.335 -0.018 0.642 -0.21
C 0.334 1.211 -0.045 -0.40
C 0.480 0.388 -1.319 -0.22
C 1.166 -0.947 -1.048 -0.44
C 2.031 -1.252 0.035 -0.03
C -0.300 -0.739 -0.719 -0.16
H -1.593 0.864 2.146 0.22
H -2.370 0.668 0.566 0.20
H -2.121 -0.749 1.604 0.21
H 1.240 1.621 0.413 0.21
H -0.393 2.020 -0.184 0.21
H 0.458 0.762 -2.336 0.23
H 1.329 -1.562 -1.926 0.24
H 2.317 -0.416 0.677 0.10
H 0.317 -0.550 1.370 0.20
H -1.073 -1.367 -1.152 0.23
```

Output
* orbital gap (spin up / spin down): 8.031 / 7.983 eV
* LUMO energy (spin up / spin down): -0.1 / 0.0 eV
* relative energy (zero: lowest compared OMol25 entry of this formula, charge and spin): 5.484 eV

Record 4
The following is a quantum chemistry calculation of a cluster of 13 separate species, C4H35NO13 in total, from the Open Molecules 2025 dataset.

```
53
Properties=species:S:1:pos:R:3:nbo_charge:R:1
C -2.642 0.263 0.199 -0.42
N -1.580 1.272 0.150 -0.49
C -2.094 2.633 0.441 -0.44
C -0.914 1.281 -1.153 -0.27
C 0.475 2.073 -0.996 -0.08
O 1.487 1.152 -0.619 -0.77
H -2.556 -0.286 1.140 0.20
H -3.660 0.558 -0.004 0.18
H -2.439 -0.519 -0.530 0.21
H -2.136 3.266 -0.441 0.19
H -1.356 3.061 1.125 0.21
H -2.947 2.601 1.117 0.21
H -1.562 1.502 -2.006 0.17
H -0.526 0.287 -1.361 0.21
H 0.335 2.680 -0.116 0.22
H 0.678 2.563 -1.947 0.17
H 1.951 0.757 -1.375 0.50
H -0.080 -2.934 3.418 0.50
H -0.139 -2.563 5.001 0.48
O -0.592 -2.586 4.158 -0.98
H -0.799 -1.548 -3.932 0.49
H -1.320 -1.842 -2.544 0.49
O -0.790 -1.208 -3.027 -0.97
H -0.780 -0.129 2.995 0.50
H -0.528 0.825 1.722 0.51
O -0.187 0.499 2.579 -1.01
H -2.445 -0.131 -4.086 0.47
H -3.499 -0.614 -4.935 0.46
O -2.639 -0.176 -5.038 -0.94
H 0.105 -2.593 0.527 0.51
H 0.193 -1.586 1.786 0.49
O -0.062 -2.458 1.472 -1.01
H 0.747 0.422 -3.604 0.46
H 1.037 -0.741 -2.889 0.50
O 1.555 -0.003 -3.281 -0.97
H 2.011 -2.033 -0.478 0.51
H 1.184 -0.944 -0.766 0.47
O 1.255 -1.835 -1.068 -0.99
H 5.088 -0.530 1.675 0.47
H 3.871 0.222 2.320 0.51
O 4.328 -0.630 2.251 -0.98
H -5.122 -1.537 -1.154 0.48
H -4.319 -2.812 -1.414 0.48
O -4.232 -1.860 -1.322 -0.95
H 2.084 -2.753 2.036 0.48
H 3.561 -2.694 1.644 0.49
O 2.672 -2.726 1.277 -0.97
H 1.001 4.364 1.987 0.48
H 1.326 5.114 0.723 0.48
O 1.031 4.247 1.029 -0.95
H 2.341 2.023 2.053 0.48
H 1.505 1.081 2.987 0.51
O 2.327 1.590 2.915 -1.00
```

Output
* orbital gap: 9.012 eV
* LUMO energy: 0.0 eV
* relative energy (zero: lowest compared OMol25 entry of this formula, charge and spin): 3.183 eV

Record 5
The following is a quantum chemistry calculation of an isolated molecule of C6H11NO, from the Open Molecules 2025 dataset.

```
19
Properties=species:S:1:pos:R:3:nbo_charge:R:1
C -2.223 1.377 -0.268 -0.60
C -1.073 0.566 -0.790 -0.41
C -0.257 0.193 0.466 -0.41
C 1.023 -0.585 0.202 0.01
C 1.909 -0.817 1.412 -0.62
N 0.987 -1.698 -0.716 -0.63
C 1.520 -0.595 -1.257 0.71
O 2.022 -0.055 -2.207 -0.54
H -2.756 0.939 0.556 0.20
H -2.966 1.755 -0.934 0.21
H -1.722 2.242 0.142 0.20
H -0.514 1.151 -1.476 0.21
H -1.347 -0.316 -1.392 0.19
H -1.076 -0.440 1.009 0.20
H 0.053 1.075 1.023 0.22
H 2.069 -1.891 1.584 0.22
H 1.340 -0.377 2.186 0.21
H 2.830 -0.313 1.340 0.22
H 0.179 -2.212 -0.879 0.39
```

Output
* orbital gap: 10.073 eV
* LUMO energy: 0.9 eV
* structure (SMILES): CCC[C@@]1(C)NC1=O
* relative energy (zero: lowest compared OMol25 entry of this formula, charge and spin): 2.426 eV

no.,DFT total energy (eV),largest force on an atom (Eh/bohr)
1,-6728.77614,0.0322
2,-68460.93158,0.0782
3,-7415.55033,0.0235
4,-32822.99072,0.0492
5,-9936.02826,0.0429